1.
A molecular structure, C45H46MnNO6P2Se2, computed with wB97M-V/def2-TZVPD.

Geometry as XYZ:
```
103
Properties=species:S:1:pos:R:3:forces:R:3:mulliken_spin:R:1
Mn 0.7174 0.2562 0.5844 -1.262 0.493 0.189 1.010
O 2.8308 -1.4066 -0.2747 0.422 -0.279 -0.059 0.005
C 3.9662 -1.5229 0.5824 -0.116 0.068 -0.177 -0.004
C 3.6727 -1.3204 2.0676 -0.073 0.076 0.152 0.001
C 4.9356 -1.8741 2.7474 -0.061 0.008 0.388 0.000
O 4.9510 -1.7067 4.1680 0.035 -0.106 -0.241 0.000
C 2.4600 -2.1423 2.5403 0.091 0.050 -0.096 -0.003
Se 0.6701 -1.3392 2.4150 0.186 -0.017 -0.323 -0.012
C 3.5517 0.1695 2.4629 0.179 -0.028 -0.072 0.005
Se 2.8311 1.4071 1.1300 0.034 -0.124 -0.116 0.012
H 2.9683 -0.5992 -0.7849 -0.180 0.203 0.132 0.000
H 4.7284 -0.7936 0.2924 0.011 -0.054 -0.102 0.000
H 4.3855 -2.5288 0.4292 -0.046 0.042 0.042 0.001
H 5.8186 -1.3889 2.3098 0.014 0.000 -0.014 0.000
H 5.0172 -2.9485 2.5643 -0.009 -0.019 0.074 0.000
H 4.6101 -0.8246 4.3529 0.000 0.019 -0.018 0.000
H 2.5962 -2.3819 3.5916 0.080 -0.067 0.095 0.001
H 2.4365 -3.0843 1.9857 -0.002 -0.014 0.005 0.000
H 4.5452 0.5679 2.6980 -0.015 -0.041 0.040 0.001
H 2.9120 0.2617 3.3398 0.009 -0.060 0.117 0.002
O 0.0864 2.2093 -0.1925 0.277 0.116 0.064 -0.012
P -0.5590 2.3335 -1.5605 0.041 -0.478 0.145 -0.010
C -2.3855 2.1765 -0.8309 -0.094 0.007 -0.022 0.001
P -2.2382 1.5249 0.8175 0.061 -0.318 0.147 0.017
O -1.4606 0.2334 0.9092 0.211 0.225 -0.028 0.003
C -1.6535 2.8269 1.9251 0.008 0.146 0.052 -0.002
C -2.2592 4.0839 1.9126 0.020 -0.026 0.085 0.001
C -1.7988 5.0892 2.7522 0.047 -0.090 0.005 0.001
C -0.7314 4.8383 3.6096 -0.015 -0.056 -0.066 0.000
C -0.1351 3.5840 3.6288 -0.033 -0.007 -0.051 0.001
C -0.5928 2.5745 2.7895 -0.081 0.158 0.003 -0.002
C -3.9265 1.2501 1.4596 -0.036 -0.207 0.142 0.002
C -4.0711 0.7827 2.7736 -0.049 0.014 -0.170 -0.001
C -5.3329 0.5584 3.3039 0.035 0.036 -0.080 0.001
C -6.4683 0.7987 2.5331 0.069 -0.004 0.027 0.000
C -6.3360 1.2517 1.2308 0.120 -0.003 -0.015 0.000
C -5.0674 1.4721 0.6975 -0.059 0.053 0.001 0.000
C -1.0315 3.9597 -2.2564 -0.006 0.198 -0.161 0.000
C -0.8976 5.0837 -1.4417 0.004 0.009 -0.010 -0.001
C -1.2726 6.3358 -1.9175 0.005 -0.061 -0.036 0.001
C -1.7933 6.4742 -3.1992 0.007 -0.099 0.041 0.000
C -1.9324 5.3523 -4.0096 0.047 -0.026 0.066 0.001
C -1.5486 4.1000 -3.5434 0.000 0.097 0.072 -0.003
C 1.0533 2.3481 -2.5723 0.209 0.281 -0.010 0.003
C 2.2272 2.7791 -1.9411 -0.060 -0.145 -0.216 -0.002
C 3.4178 2.9076 -2.6491 -0.053 -0.041 -0.069 0.000
C 3.4661 2.6228 -4.0097 -0.044 0.020 0.155 0.001
C 2.3112 2.2071 -4.6569 -0.116 -0.008 0.108 -0.001
C 1.1235 2.0754 -3.9417 0.087 0.021 -0.042 0.000
H -2.9636 1.4559 -1.4117 -0.109 0.084 -0.031 0.001
H -2.9311 3.1236 -0.8048 0.087 0.007 -0.039 -0.001
H -3.0957 4.2832 1.2478 0.054 -0.016 0.035 -0.001
H -2.2691 6.0654 2.7369 0.013 -0.018 -0.006 0.000
H -0.3613 5.6255 4.2566 -0.017 -0.028 -0.012 0.000
H 0.7073 3.3882 4.2816 -0.034 0.007 -0.026 0.000
H -0.1097 1.6048 2.7945 0.012 -0.039 0.017 0.005
H -3.1883 0.5793 3.3701 -0.002 0.030 -0.020 0.000
H -5.4343 0.1954 4.3203 0.012 0.010 -0.050 0.000
H -7.4544 0.6276 2.9496 0.038 -0.002 -0.003 0.000
H -7.2169 1.4315 0.6254 0.042 -0.001 0.009 0.000
H -4.9698 1.8222 -0.3236 -0.034 -0.010 0.039 0.000
H -0.4968 4.9762 -0.4359 -0.042 -0.013 -0.094 0.000
H -1.1576 7.2069 -1.2822 0.000 -0.031 -0.018 0.000
H -2.0879 7.4508 -3.5658 0.014 -0.040 0.016 0.000
H -2.3333 5.4549 -5.0117 0.007 -0.009 0.032 0.000
H -1.6505 3.2320 -4.1892 0.003 0.070 0.062 0.000
H 2.2139 2.9753 -0.8776 -0.021 0.084 -0.088 0.004
H 4.3154 3.2149 -2.1251 -0.025 -0.011 0.004 0.000
H 4.3951 2.7204 -4.5591 0.003 -0.002 0.021 0.000
H 2.3292 1.9813 -5.7178 -0.010 0.001 0.025 0.000
H 0.2394 1.7554 -4.4797 -0.016 -0.041 0.002 0.000
C 5.9656 -4.6648 -1.8032 -0.020 0.055 -0.032 0.000
C 5.1677 -3.6292 -2.5615 -0.040 -0.065 0.045 -0.002
C 5.8273 -2.7454 -3.4124 0.014 0.005 0.024 0.000
C 5.1302 -1.7729 -4.1135 -0.048 0.025 0.021 0.000
C 3.7594 -1.6586 -3.9520 0.057 0.009 -0.011 -0.003
C 3.0933 -2.5351 -3.1038 -0.401 -0.119 0.040 0.005
N 1.6929 -2.3831 -2.8650 0.089 0.139 -0.260 0.000
C 0.8216 -1.9431 -3.8486 0.413 -0.365 -0.030 0.002
C 0.9111 -2.5279 -5.1293 0.102 0.036 0.146 0.000
C 0.0214 -2.2085 -6.1227 -0.133 0.019 -0.106 0.002
C -1.0169 -1.2999 -5.8881 0.040 -0.005 0.015 -0.001
C -1.0937 -0.6939 -4.6555 -0.049 0.045 -0.088 0.000
C -0.1724 -0.9784 -3.6407 -0.167 0.296 0.422 -0.001
C -0.2016 -0.1669 -2.3943 -0.738 -0.081 -0.633 -0.013
O -1.0065 0.8865 -2.4171 -0.044 0.013 -0.502 -0.002
O 0.4354 -0.4555 -1.4058 0.879 -0.253 0.836 -0.017
C 3.7768 -3.5449 -2.4176 0.083 -0.033 0.033 -0.004
C 3.0047 -4.4929 -1.5339 0.053 0.111 -0.056 0.002
H 7.0343 -4.5107 -1.9597 -0.044 -0.005 0.001 0.000
H 5.7234 -5.6805 -2.1276 -0.005 0.034 0.006 0.000
H 5.7719 -4.6133 -0.7290 0.005 0.010 -0.044 0.000
H 6.9062 -2.8109 -3.5084 -0.041 -0.014 -0.012 0.000
H 5.6567 -1.0768 -4.7568 -0.012 -0.045 0.024 0.000
H 3.2083 -0.8695 -4.4512 0.001 -0.019 0.037 0.001
H 1.4671 -2.1030 -1.9188 0.102 0.089 0.069 0.001
H 1.6964 -3.2537 -5.3023 -0.027 0.019 -0.005 0.000
H 0.1144 -2.6856 -7.0921 -0.009 0.015 0.031 0.000
H -1.7374 -1.0678 -6.6621 0.033 -0.015 0.026 0.000
H -1.8664 0.0364 -4.4532 0.030 0.002 0.004 0.001
H 2.0871 -4.8105 -2.0335 0.028 0.039 0.024 0.000
H 2.7035 -4.0012 -0.6038 0.010 0.005 -0.034 0.000
H 3.5873 -5.3783 -1.2806 -0.028 0.055 -0.020 0.000
```
Forces are in eV/Å.

Computed properties:
- total charge = -1
- HOMO-LUMO gap (alpha / beta) (eV) = 6.14 / 6.31
- multiplicity = 2
- HOMO (alpha / beta) (eV) = -3.74 / -3.91


2.
2 unconnected molecules or ions with the total composition C45H46N5O4, computed with wB97M-V/def2-TZVPD.

Geometry as XYZ:
```
100
Properties=species:S:1:pos:R:3:forces:R:3:mulliken_charge:R:1
C 0.6311 5.5110 5.3153 -0.189 -0.527 0.150 -0.771
O 0.4332 4.2838 6.0547 -0.626 0.430 -0.575 -0.433
C 0.1430 3.1877 5.3062 0.353 -0.770 0.269 0.953
C -0.0063 3.1986 3.9157 0.614 0.356 -0.268 -0.891
C 0.2610 2.0367 3.2018 -0.900 -0.054 0.255 -0.273
C 0.5018 2.0905 1.7192 -0.372 0.194 -0.286 -0.773
C 1.9914 1.9600 1.3838 0.645 -0.319 0.978 0.355
C 2.8261 3.1839 1.7719 0.597 0.515 1.167 0.094
O 2.9955 3.6629 2.8951 -0.533 -0.878 -1.815 -0.692
N 3.4291 3.6272 0.6311 -0.288 -0.057 0.326 0.335
C 4.2443 4.8208 0.6246 0.283 0.144 -0.363 -0.958
C 3.0366 2.9522 -0.6014 0.157 0.711 -0.189 0.185
C 2.1770 3.9045 -1.4439 -0.178 0.047 0.076 -1.329
C 4.2756 2.4885 -1.3808 -0.008 -0.148 0.283 -1.726
N 2.2530 1.8318 -0.0494 -1.051 -1.812 -0.992 0.295
C 1.7314 0.8010 -0.7440 0.703 1.109 1.466 -0.096
C 1.7098 0.7248 -2.1260 -0.049 -0.473 -1.613 0.826
C 1.2209 -0.3567 -2.8611 0.680 0.801 0.647 -1.013
C 1.2163 -0.3482 -4.2999 -0.381 0.281 -1.232 0.661
C 0.7019 -1.4496 -5.0366 0.518 0.150 0.250 -0.017
C 0.9771 -1.5824 -6.3974 0.000 0.153 -0.060 -0.858
C 1.7250 -0.6021 -7.0717 -0.245 -0.133 0.459 -0.349
C 2.0536 0.5854 -6.4040 -0.205 0.013 0.209 -0.759
C 1.7398 0.7420 -5.0562 0.222 -0.498 0.021 -0.160
C 0.3438 0.8079 3.8510 0.436 -0.378 -0.004 -0.890
C 0.3485 0.7511 5.2499 0.052 0.751 0.208 0.693
O 0.6307 -0.3631 5.9785 -0.050 -0.480 -0.677 -0.480
C 1.1000 -1.5096 5.2297 -0.215 0.642 0.185 -0.904
C 0.1978 1.9521 5.9897 0.874 0.008 -0.275 0.700
O 0.2588 1.9340 7.3517 0.149 0.029 0.304 -0.559
C 1.5511 2.0802 8.0070 -0.658 -0.118 -0.722 -0.580
H 0.8299 6.2654 6.0735 -0.033 -0.015 -0.123 0.270
H 1.4886 5.4083 4.6308 -0.269 0.004 0.204 0.294
H -0.2771 5.7664 4.7460 0.317 0.062 0.261 0.316
H -0.1794 4.1345 3.3774 0.389 -0.339 0.205 0.255
H -0.0228 1.2609 1.2249 0.007 0.202 -0.008 0.435
H 0.1449 3.0433 1.2941 -0.060 -0.326 0.095 0.335
H 2.4237 1.0881 1.9151 -0.265 0.346 -0.196 0.293
H 4.4221 5.1222 1.6591 -0.062 -0.115 -0.201 0.370
H 5.1992 4.6047 0.1289 -0.130 0.157 0.201 0.282
H 3.7481 5.6383 0.0829 0.110 -0.139 0.219 0.332
H 1.3332 4.2735 -0.8443 0.226 -0.037 -0.182 0.318
H 2.8011 4.7513 -1.7618 -0.295 -0.241 0.063 0.504
H 1.7769 3.4121 -2.3322 0.074 0.216 0.070 0.273
H 4.9961 2.0471 -0.6813 -0.101 0.089 -0.215 0.414
H 4.0171 1.7380 -2.1313 0.152 0.199 0.076 0.386
H 4.7281 3.3528 -1.8820 -0.053 -0.279 0.127 0.475
H 1.2987 -0.0078 -0.1410 0.046 0.359 -0.174 0.782
H 2.1013 1.5865 -2.6767 -0.352 -0.626 0.301 -0.595
H 0.9258 -1.2888 -2.3580 -0.223 0.471 -0.044 0.489
H 0.1000 -2.1947 -4.5103 0.367 0.059 -0.138 0.355
H 0.6194 -2.4613 -6.9393 0.129 0.312 0.211 0.406
H 2.0204 -0.7479 -8.1140 -0.190 0.066 0.372 0.389
H 2.5583 1.3928 -6.9357 -0.219 -0.212 0.123 0.420
H 1.9232 1.7069 -4.5796 0.195 -0.374 -0.178 0.411
H 0.4605 -0.1050 3.2553 0.079 0.374 0.273 0.517
H 1.3614 -2.2572 5.9782 -0.071 0.083 -0.135 0.327
H 0.3181 -1.8936 4.5559 0.212 0.052 0.258 0.364
H 1.9908 -1.2327 4.6390 -0.267 -0.124 0.207 0.380
H 1.3166 2.1036 9.0705 0.131 -0.002 -0.122 0.269
H 2.1757 1.2147 7.7639 0.002 0.141 0.092 0.214
H 2.0304 3.0130 7.6929 -0.054 -0.159 0.079 0.219
C 0.8953 -5.2591 2.4925 -0.159 0.036 -0.126 -0.625
C 1.3754 -4.0602 1.9357 -0.213 -0.245 -0.180 -0.497
C 0.7315 -3.4965 0.8294 -0.279 -0.471 0.209 -0.132
C -0.4067 -4.1456 0.3486 0.762 -0.440 1.087 0.584
N -1.2298 -3.5370 -0.5796 -1.589 0.655 -1.797 0.857
C -1.0998 -2.3771 -1.2384 0.206 -0.138 -0.012 -0.513
N -2.2963 -2.2790 -1.9029 -0.249 -1.524 0.736 0.212
C -2.5922 -1.2319 -2.7931 0.115 0.293 -0.463 0.418
C -1.8209 -0.0823 -2.7049 0.058 0.871 -0.322 -0.224
C -2.1162 1.0126 -3.5255 -0.387 -0.499 0.149 -0.446
C -3.2405 0.9487 -4.3631 0.252 0.154 -0.078 -0.744
C -3.9534 -0.2423 -4.5064 0.316 -0.242 0.293 -0.807
C -3.5760 -1.3698 -3.7643 -0.193 0.424 -0.180 -0.452
C -3.1096 -3.3995 -1.5827 1.233 0.681 0.600 -0.119
C -4.5197 -3.6735 -1.8802 -1.074 -0.519 0.098 0.317
C -4.8613 -5.0339 -2.0343 -0.103 0.450 -0.309 -0.492
C -6.1843 -5.4081 -2.2658 -0.196 0.515 0.163 -0.629
C -7.1882 -4.4251 -2.2873 0.308 0.005 -0.081 -0.385
C -6.8686 -3.0702 -2.1083 0.290 -0.347 0.131 -0.692
C -5.5453 -2.6968 -1.8694 0.542 -0.371 -0.132 0.020
N -2.4289 -4.1749 -0.7893 -0.832 0.724 -0.611 -0.838
C -0.8704 -5.3610 0.8482 0.528 -0.292 0.481 -0.601
C -0.2070 -5.9318 1.9293 0.448 0.548 0.019 -0.566
H 1.3718 -5.6625 3.3860 -0.046 0.058 -0.293 0.384
H 2.2466 -3.5583 2.3649 -0.281 -0.245 -0.102 0.429
H 1.0347 -2.5715 0.3347 0.020 -0.269 0.377 0.260
H -0.9775 -0.0680 -2.0119 -0.599 0.098 -0.146 0.250
H -1.4931 1.9115 -3.4871 -0.310 -0.290 0.021 0.434
H -3.5382 1.8321 -4.9268 0.085 -0.244 0.063 0.393
H -4.8076 -0.3135 -5.1814 0.343 0.075 0.106 0.421
H -4.0641 -2.3313 -3.9056 0.026 0.384 -0.021 0.789
H -4.0672 -5.7785 -1.9936 -0.230 0.164 -0.056 0.392
H -6.4360 -6.4583 -2.4265 0.060 0.355 0.121 0.382
H -8.2274 -4.7157 -2.4414 0.283 0.073 -0.034 0.372
H -7.6449 -2.3032 -2.1504 0.223 -0.312 0.115 0.401
H -5.2829 -1.6507 -1.6891 -0.176 -0.354 -0.108 0.515
H -1.7572 -5.8057 0.3971 0.472 0.057 0.388 0.462
H -0.5730 -6.8742 2.3379 0.222 0.290 -0.011 0.385
```
Forces are in eV/Å.

Computed properties:
- total charge = +1
- HOMO-LUMO gap (eV) = 5.24
- HOMO (eV) = -9.84


Short version: max |F| = 1.37 2.49 eV/Å, in the order given.
Short version: total energy = -241781.60747 -63043.08637 eV, in the order given.